one | CH3FOS | ωB97M-V/def2-TZVPD

Last column: Löwdin charge in e.
CARTESIAN COORDINATES (ANGSTROEM)
C  0.73330  -0.10117  0.06837  -0.26
O  -1.65924  -1.13237  -0.45924  -0.45
F  -1.48899  1.32324  -0.25635  -0.36
S  -1.08164  -0.17331  0.41431  0.91
H  0.91694  0.85716  0.57182  0.02
H  1.26385  0.14669  -0.89689  0.08
H  1.31578  -0.92023  0.55798  0.06

***

two | CH3FOS | ωB97M-V/def2-TZVPD

Results
- SMILES string = O=S.CF

Last column: Löwdin charge in e.
CARTESIAN COORDINATES (ANGSTROEM)
C  0.54591  0.91315  -0.19605  -0.09
H  0.52299  1.89406  0.29027  0.09
H  1.23577  0.25604  0.34333  0.08
H  0.88519  1.02791  -1.23047  0.09
O  -0.92561  -2.87098  0.26333  -0.67
F  -0.71813  0.36346  -0.18463  -0.28
S  -1.54613  -1.58365  0.71422  0.79

***

Tell me which of them is the most stable. Sure, it is one.

***

one | CH6N | ωB97M-V/def2-TZVPD

Results
- net charge = +1
- SMILES string = C[NH3+]

Last column: Löwdin charge in e.
CARTESIAN COORDINATES (ANGSTROEM)
C  0.59901  -0.37519  0.00231  -0.05
N  -0.67419  0.37283  0.02479  0.13
H  1.43719  -0.11875  -0.74492  0.14
H  1.13163  -0.31215  1.00197  0.13
H  0.49167  -1.33957  -0.39691  0.08
H  -1.05767  0.47107  1.04398  0.23
H  -1.37972  -0.05100  -0.50721  0.13
H  -0.54792  1.35275  -0.42401  0.22

***

two | CH6N | ωB97M-V/def2-TZVPD

Results
- net charge = +1

Last column: Löwdin charge in e.
CARTESIAN COORDINATES (ANGSTROEM)
C  -0.24271  0.71464  1.04241  0.00
N  0.25319  -1.08004  -1.35473  0.63
H  0.78502  1.01019  0.96582  0.03
H  -0.70584  0.98708  2.07118  0.10
H  -0.87547  1.26860  0.31937  0.07
H  -0.08146  -1.82449  -1.92350  0.10
H  1.12334  -0.82208  -1.81798  0.12
H  -0.25605  -0.25389  0.69744  -0.05

***

Tell me which of them is the most stable. Sure, it is one.

***

one | CH6N | ωB97M-V/def2-TZVPD

Results
- net charge = +1

Last column: Löwdin charge in e.
CARTESIAN COORDINATES (ANGSTROEM)
C  0.36033  -0.57372  0.12565  -0.07
N  -0.54532  0.54742  -0.14374  0.12
H  0.22953  -0.99544  1.11251  0.07
H  0.37107  -1.31249  -0.66224  0.07
H  1.92197  -0.10477  0.18585  0.27
H  -1.52126  0.21756  -0.04385  0.18
H  -0.41434  0.90424  -1.10038  0.18
H  -0.40199  1.31721  0.52621  0.18

***

two | CH6N | ωB97M-V/def2-TZVPD

Results
- net charge = +1

Last column: Löwdin charge in e.
CARTESIAN COORDINATES (ANGSTROEM)
C  -0.63863  0.30931  0.05674  -0.07
N  0.76102  -0.01794  0.04226  0.06
H  -1.07363  0.52997  1.09000  0.11
H  -1.02235  0.92631  -0.81105  0.09
H  -1.27705  -1.29127  -0.46055  0.26
H  1.30325  0.81250  0.02317  0.14
H  1.06758  -0.61901  -0.82401  0.22
H  0.87982  -0.64986  0.88342  0.19

***

Tell me which of them is the most stable. Sure, it is one.

***

one | CH5O3PS | ωB97M-V/def2-TZVPD

Results
- SMILES string = O=[PH](O)O.C=S

Last column: Löwdin charge in e.
CARTESIAN COORDINATES (ANGSTROEM)
C  2.12193  -0.31207  1.03115  -0.56
O  -1.34996  -1.22453  -1.06394  -0.20
O  -1.09487  0.23722  0.95440  -0.14
O  -0.48742  1.27458  -1.15912  -0.36
P  -1.42324  0.33116  -0.56162  0.40
S  2.14171  0.09038  -0.52799  0.66
H  2.56551  0.51955  1.57483  -0.01
H  -2.77214  0.57730  -0.69632  0.05
H  1.66933  -1.15489  1.52271  0.01
H  -0.98120  -1.22816  -2.00607  0.11
H  -0.38964  0.88947  0.93199  0.05

***

two | CH5O3PS | ωB97M-V/def2-TZVPD

Results
- SMILES string = O=[PH](O)O.C=S

Last column: Löwdin charge in e.
CARTESIAN COORDINATES (ANGSTROEM)
C  0.00340  -2.77302  -0.39175  -0.54
O  0.93782  1.31400  0.31510  -0.20
O  -1.29451  2.18445  0.55701  -0.12
O  -0.80151  -0.10164  1.31432  -0.40
P  -0.27135  1.26487  1.25652  0.31
S  1.00173  -1.78834  0.29561  0.79
H  -0.70675  -2.63397  -1.10169  -0.03
H  0.29504  1.90636  2.40601  0.07
H  -0.04530  -3.82919  0.00677  0.03
H  0.84407  0.38428  -0.06014  -0.02
H  -2.20884  2.01040  0.79040  0.09

***

Tell me which of them is the most stable. Sure, it is one.

***

one | C5H19NO6 | ωB97M-V/def2-TZVPD

Results
- SMILES string = CC[C@@H](C=O)NCO.O.O.O.O

Last column: Löwdin charge in e.
CARTESIAN COORDINATES (ANGSTROEM)
O  -0.61289  2.10708  -1.87054  0.04
C  0.36144  2.19354  -1.13370  -0.22
C  0.79228  1.23129  -0.11714  -0.34
C  2.32381  1.07493  -0.55903  -0.18
C  2.87538  -0.37551  -0.48738  -0.09
N  0.10281  -0.00368  0.01251  0.02
C  -0.01744  -0.38940  1.46069  -0.25
O  -1.23830  -1.07372  1.61132  -0.05
H  0.87124  3.15154  -1.29889  0.14
H  0.90143  1.80542  0.84704  0.17
H  2.62622  1.51545  -1.51627  0.10
H  2.91175  1.56848  0.21646  0.10
H  2.79204  -0.50287  0.60140  0.07
H  3.89779  -0.41727  -0.85403  0.07
H  2.31599  -1.12789  -1.05560  0.05
H  -0.83245  0.08693  -0.37198  0.09
H  0.84467  -0.88623  1.88225  0.12
H  -0.36575  0.49505  2.07734  0.10
H  -1.06192  -2.02349  1.55465  0.10
H  0.69209  -3.34280  -1.03253  0.06
H  0.57190  -2.55147  -2.25438  0.06
O  0.08533  -3.23719  -1.77583  -0.04
H  -3.01795  0.60767  -0.38707  0.05
H  -2.35545  1.86257  -0.63463  0.02
O  -2.85482  1.43927  0.08466  -0.05
H  -2.67539  1.18472  3.12070  0.06
H  -1.69327  1.45222  1.92274  -0.02
O  -1.80509  1.51304  2.87078  -0.06
H  -2.38911  -2.01779  -0.34868  -0.01
H  -1.57650  -2.70817  -1.47693  -0.02
O  -2.46986  -2.63171  -1.08795  -0.08

***

two | C5H19NO6 | ωB97M-V/def2-TZVPD

Results
- SMILES string = CC(=O)N[C@H](C)CO.O.O.O.O

Last column: Löwdin charge in e.
CARTESIAN COORDINATES (ANGSTROEM)
C  0.39822  -1.29656  2.86946  0.01
C  0.51200  -0.38589  1.68687  -0.49
N  -0.58205  0.33850  1.39013  0.11
C  -0.61211  2.69558  0.72960  -0.04
C  -0.67424  1.24754  0.24916  -0.32
C  -1.95714  0.98415  -0.56218  -0.18
O  -1.69888  0.86011  -1.96260  -0.07
O  1.57923  -0.26903  1.07375  -0.01
H  0.72223  -0.76183  3.76293  0.09
H  1.05393  -2.15117  2.74247  0.09
H  -0.62085  -1.63722  3.04012  0.08
H  -1.43192  0.08873  1.86823  0.15
H  -0.63488  3.37151  -0.12443  0.08
H  0.32628  2.89037  1.24897  0.08
H  -1.45953  2.91607  1.37876  0.08
H  0.18279  1.02164  -0.38204  0.12
H  -2.67580  1.78644  -0.39307  0.12
H  -2.40688  0.03180  -0.28019  0.13
H  -1.13056  1.58357  -2.25774  0.11
H  2.25903  -0.08831  -2.00413  0.06
H  1.83518  -0.79632  -0.70874  0.01
O  1.86744  -0.91712  -1.67371  -0.05
H  2.34313  1.12359  0.08174  -0.01
H  2.91505  2.56104  -0.03013  0.04
O  2.68819  1.78308  -0.55603  -0.07
H  -1.11198  -3.69134  0.13541  0.03
H  -1.08539  -2.37385  -0.68372  -0.01
O  -1.25769  -2.74660  0.22227  -0.09
H  -1.09837  -0.88487  -2.32533  0.02
H  0.25079  -1.55739  -2.12439  0.01
O  -0.69551  -1.76734  -2.25933  -0.07

***

Tell me which of them is the most stable. Sure, it is two.

***

one | C28H26F6IN4O9S3TeW | ωB97M-V/def2-TZVPD

Results
- multiplicity = 4

Last column: Löwdin spin population.
CARTESIAN COORDINATES (ANGSTROEM)
W  -0.86084  -0.48029  -1.11348  -0.14
O  -1.40745  -0.03683  2.18575  0.01
S  -2.29265  0.29798  1.10510  0.00
O  -3.54198  0.89834  1.41280  0.01
O  -1.49020  1.11627  0.04594  0.03
O  -2.44572  -0.93836  0.17758  0.00
F  -1.17749  -1.39555  -6.82080  0.00
C  -0.86973  -1.34294  -5.53464  0.00
F  -1.98746  -1.43667  -4.82089  0.00
F  -0.10075  -2.40974  -5.23715  0.00
S  0.16884  0.21955  -5.18432  0.00
O  -0.04583  -0.90441  -2.55540  0.02
O  0.46993  0.72553  -6.51170  0.00
N  -1.10916  1.12627  -4.60086  0.00
S  -1.52952  1.36169  -3.18871  0.00
O  -0.46578  1.58524  -2.15731  0.05
O  -2.42315  0.36274  -2.55359  0.00
C  -2.49646  2.92622  -3.30650  0.00
F  -1.67791  3.91446  -3.63033  0.00
F  -3.04609  3.16994  -2.12728  0.00
F  -3.44212  2.80684  -4.22249  0.00
I  -5.10731  -4.88560  -2.95585  0.00
C  -3.36118  -3.88399  -2.54125  0.00
C  -2.08500  -4.23586  -2.93077  0.00
N  -1.26002  -3.30402  -2.43930  0.00
N  -1.93299  -2.37221  -1.76052  0.04
C  -3.21727  -2.69760  -1.81352  0.00
H  -1.72326  -5.06585  -3.51239  0.00
H  -0.27361  -3.15838  -2.60230  0.00
H  -3.95541  -2.08818  -1.32143  0.00
C  -0.34209  6.24036  4.80844  0.00
C  -0.14354  5.09257  3.85339  -0.02
C  -0.46394  5.22916  2.50718  0.03
C  -0.27905  4.18274  1.59854  0.09
C  -0.66348  4.30760  0.15052  0.02
C  0.24335  3.03679  2.14095  0.66
Te  1.49826  0.71699  0.13265  1.01
N  0.14882  -1.78054  -0.12544  0.55
C  0.46549  -2.08898  1.15226  0.05
O  1.43515  -1.50445  1.66092  0.19
C  -0.22988  -3.19021  1.85181  0.01
C  0.24168  -3.57201  3.10414  0.00
C  -0.39586  -4.58638  3.79657  0.00
C  -1.50370  -5.21475  3.24229  0.00
C  -1.97691  -4.83011  1.99526  0.00
C  -1.33984  -3.81760  1.29758  0.00
C  3.08885  -0.20553  -0.87092  0.08
C  2.99707  -0.46809  -2.23488  0.03
C  4.07019  -1.03860  -2.89916  0.00
C  5.22744  -1.34203  -2.19900  0.02
C  5.31713  -1.06178  -0.84409  0.00
C  4.25948  -0.48140  -0.15106  0.03
C  4.39305  -0.18331  1.31722  0.02
C  0.59083  2.80619  3.44967  0.09
C  1.18798  1.51159  3.93280  0.02
C  0.37826  3.88569  4.30972  0.03
H  -1.00848  6.99210  4.38710  0.00
H  0.60793  6.72810  5.03670  0.00
H  -0.77000  5.89820  5.75111  0.00
H  -0.87680  6.16675  2.14836  0.01
H  -0.81062  5.35221  -0.12186  0.00
H  -1.58790  3.76132  -0.04041  0.00
H  0.10158  3.88278  -0.50135  0.01
H  1.09714  -3.06042  3.52293  0.00
H  -0.03439  -4.88475  4.77143  0.00
H  -2.00416  -6.00384  3.78835  0.00
H  -2.84734  -5.31271  1.57131  0.00
H  -1.71707  -3.49579  0.33556  0.00
H  2.09222  -0.23792  -2.77871  0.00
H  3.99789  -1.23846  -3.96017  0.00
H  6.06999  -1.78884  -2.71058  0.00
H  6.23093  -1.28915  -0.30862  0.00
H  5.43373  -0.25538  1.62897  0.00
H  3.80242  -0.88111  1.91123  0.00
H  4.05130  0.82677  1.56030  0.01
H  0.77499  0.66342  3.38946  0.00
H  0.98499  1.36851  4.99397  0.00
H  2.27340  1.51733  3.80107  0.00
H  0.62107  3.77242  5.36214  0.01

***

two | C28H26F6IN4O9S3TeW | ωB97M-V/def2-TZVPD

Results
- multiplicity = 4

Last column: Löwdin spin population.
CARTESIAN COORDINATES (ANGSTROEM)
W  -1.09423  1.83618  0.96153  0.03
O  0.00620  0.74348  2.21252  0.04
S  0.19342  3.45771  2.69950  0.00
O  0.23408  4.89215  2.68810  0.00
O  -1.33189  2.94876  2.57264  0.00
O  0.52231  2.92662  1.12922  0.01
F  -1.79378  3.90855  -3.09881  0.01
C  -1.35249  2.72661  -3.48611  0.02
F  -0.05739  2.84521  -3.77845  0.00
F  -2.00453  2.33394  -4.57666  0.00
S  -1.53533  1.39369  -2.18332  0.26
O  -0.94088  2.24936  -0.99482  0.02
O  -0.40325  0.50813  -2.60306  0.25
N  -3.34722  2.01922  -1.97199  0.34
S  -3.99852  2.27527  -0.63227  0.05
O  -4.90855  3.37614  -0.55152  0.06
O  -3.06529  2.28034  0.57120  0.01
C  -5.06767  0.82231  -0.20839  0.00
F  -6.15108  0.84506  -0.97801  0.00
F  -4.42026  -0.32698  -0.42883  0.00
F  -5.44116  0.85752  1.06793  0.00
I  -3.36149  8.28073  0.21251  0.00
C  -2.20387  6.58274  0.12822  0.00
C  -0.90556  6.48525  -0.31349  0.00
N  -0.56993  5.18923  -0.20416  0.00
N  -1.56065  4.44978  0.29637  0.00
C  -2.56899  5.27841  0.50139  0.00
H  -0.22199  7.22642  -0.68912  0.00
H  0.32812  4.75547  -0.33981  0.00
H  -3.50921  4.92009  0.88438  0.00
C  5.32852  -3.22846  -4.00532  0.00
C  4.30480  -2.51766  -3.16395  0.00
C  4.68083  -1.52723  -2.26338  0.00
C  3.74917  -0.86566  -1.47434  0.02
C  4.20621  0.19313  -0.50603  0.02
C  2.40406  -1.22540  -1.60622  0.07
Te  0.99331  -0.18903  -0.40259  0.49
N  -1.54021  0.01774  0.16945  0.15
C  -2.11661  -0.42042  1.28228  0.02
O  -2.36192  0.50990  2.12785  0.03
C  -2.40703  -1.82813  1.57237  0.00
C  -2.83796  -2.19491  2.84310  0.00
C  -3.06654  -3.53169  3.12619  0.00
C  -2.86465  -4.49297  2.14401  0.00
C  -2.43802  -4.12411  0.87355  0.00
C  -2.20894  -2.78953  0.58556  0.00
C  1.60723  -0.80926  1.49034  0.22
C  1.38507  0.38892  2.36615  0.07
C  1.65008  0.10926  3.80500  0.27
C  1.97017  -1.14100  4.23614  0.03
C  2.07460  -2.22483  3.34965  0.34
C  1.84896  -2.05988  1.94627  0.06
C  1.89434  -3.26655  1.05072  0.00
C  1.98653  -2.20920  -2.50061  0.00
C  0.55128  -2.63228  -2.67384  0.02
C  2.95988  -2.84105  -3.26904  0.00
H  6.30444  -2.75175  -3.92808  0.00
H  5.03396  -3.23556  -5.05511  0.00
H  5.43537  -4.26748  -3.68842  0.00
H  5.72693  -1.25491  -2.17722  0.00
H  5.26094  0.41910  -0.65319  0.00
H  4.07533  -0.13665  0.52813  0.00
H  3.64650  1.12388  -0.63081  0.01
H  -2.98055  -1.42821  3.59299  0.00
H  -3.40154  -3.82654  4.11174  0.00
H  -3.04569  -5.53645  2.36811  0.00
H  -2.29329  -4.87706  0.10983  0.00
H  -1.89115  -2.47524  -0.40103  0.00
H  2.00379  1.23625  2.03092  0.02
H  1.55648  0.93691  4.49591  0.01
H  2.13762  -1.31357  5.29186  -0.01
H  2.29849  -3.21292  3.72963  0.02
H  1.66507  -4.17051  1.61408  0.00
H  2.88449  -3.38488  0.60486  0.00
H  1.17253  -3.18294  0.23729  0.00
H  -0.14722  -1.98948  -2.13951  0.01
H  0.41443  -3.66014  -2.32968  0.00
H  0.27096  -2.59463  -3.72663  0.00
H  2.65004  -3.60430  -3.97570  0.00

***

Tell me which of them is the most stable. Sure, it is one.